(1)
DFT (ωB97M-V/def2-TZVPD) results for the molecule C2H3P3 at a distorted geometry.

Cartesian coordinates (Å):
C: -0.76 -0.91 0.05
C: -0.46 0.53 -0.07
P: -2.28 -1.67 0.01
P: -1.99 1.66 0.06
P: -3.47 0.19 -0.05
H: 0.11 -1.68 0.25
H: 0.45 0.83 0.53
H: -0.16 0.61 -1.30

Charge: 0
2S+1: 1
DFT total energy (hartree): -1102.0017
Energy above the lowest of the compared OMol25 structures with the same formula, charge and spin (eV): 0.650
M (g/mol): 120.0
Structure (SMILES): C1=P#P=PC1
E_LUMO (eV): -1.07

=====

(2)
DFT (ωB97M-V/def2-TZVPD) results for the molecule C2H3PS at a distorted geometry.

Cartesian coordinates (Å):
C: -0.09 0.13 1.17
C: 0.09 0.00 -0.42
P: 1.25 -0.57 -1.28
S: -1.44 -0.49 1.67
H: 0.41 0.70 1.92
H: -0.80 0.37 -0.61
H: 0.58 -0.14 -2.47

Charge: 0
2S+1: 1
DFT total energy (hartree): -817.4220
Energy above the lowest of the compared OMol25 structures with the same formula, charge and spin (eV): 1.392
M (g/mol): 90.1
Structure (SMILES): [H]/P=C/C=S
E_LUMO (eV): -0.66

=====

(3)
DFT (ωB97M-V/def2-TZVPD) results for a 2-piece molecular cluster, C2H3PS overall at a distorted geometry.

Cartesian coordinates (Å):
C: -1.79 0.33 0.46
C: 0.84 -0.43 -0.19
P: 2.44 -0.20 -0.56
S: -2.71 0.18 -0.81
H: -1.72 0.42 1.60
H: 0.39 -1.51 -0.14
H: 2.55 1.22 -0.37

Charge: 0
2S+1: 1
DFT total energy (hartree): -817.3130
Energy above the lowest of the compared OMol25 structures with the same formula, charge and spin (eV): 4.358
M (g/mol): 90.1
E_LUMO (spin up / spin down) (eV): -0.81 / -0.32

=====

What is the charge in the third record?
0

=====

Which of these has the lowest DFT total energy?
C2H3P3